17
Properties=species:S:1:pos:R:3:lowdin_charge:R:1 method="wB97M-V/def2-TZVPD" largest_force_ha_per_bohr=0.1142 homo_lumo_gap_ev="8.303 / 4.911" de_lowest_kcal_mol=194.6 mol_weight_g_mol=102.1 total_charge=+2 lumo_energy_ev="-7.66 / -14.89" multiplicity=3 e_homo_ev="-15.967 / -19.804" total_energy_ha=-338.2529
C -3.00052 0.14506 0.05734 0.031
C -1.45876 0.06903 0.16365 -0.116
C 1.76488 -1.01392 -0.72732 0.030
N 1.26596 -1.17029 0.55775 0.234
N 1.71405 1.18935 0.39103 0.243
N -0.32564 0.25126 -0.52698 0.134
N 1.02300 0.11080 -0.07013 -0.271
H -3.51011 -0.61297 0.73046 0.135
H -3.00703 1.16902 0.56476 0.142
H -3.40882 0.05618 -1.02446 0.142
H -1.27450 -0.14243 1.22841 0.151
H 2.81977 -0.80888 -0.98627 0.167
H 1.22373 -1.32894 -1.66821 0.179
H 2.00614 -1.13482 1.28949 0.192
H 1.69470 1.55212 1.37938 0.194
H 2.75274 1.11321 0.17787 0.184
H -0.27959 0.55620 -1.53676 0.228